DFT (wB97M-V/def2-TZVPD) results for 2 unconnected molecules or ions with the total composition C4H10O4.

Structure (ORCA input):
```
! RIJCOSX wB97M-V def2-TZVPD def2/J DEFGRID3
* xyz 0 1
C -1.04 -0.19 -1.54
O -1.59 -1.42 -1.11
O -1.97 0.83 -1.37
H -2.39 -1.55 -1.64
H -1.98 1.03 -0.42
H -0.79 -0.27 -2.61
H 0.02 0.09 -1.06
C 1.60 1.79 0.42
C 0.49 -1.62 1.26
C 0.24 -0.17 1.02
O 1.37 0.39 0.24
O -0.63 0.52 1.50
H 0.96 2.25 1.18
H 1.43 2.29 -0.54
H 2.64 1.94 0.72
H 1.18 -2.03 0.52
H 0.91 -1.75 2.26
H -0.45 -2.16 1.16
*
```

Values from the calculation:
LUMO ... 0.031 Ha
Energy relative to the best compared isomer or geometry (same formula, charge and spin) ... 32.76 kcal per mole
Total energy ... -12499.1851 eV
Structure (SMILES) ... COC(C)=O.OCO
Orbital gap ... 11.1 eV

Results of the Mulliken charge analysis, in e, for atoms 1 through 4: C -0.02; O -0.48; O -0.54; H 0.31

DFT (wB97M-V/def2-TZVPD) results for a molecular structure, C6H21N4Pb.

Structure (ORCA input):
```
! RIJCOSX wB97M-V def2-TZVPD def2/J DEFGRID3
* xyz -1 1
C -0.23 -0.16 -4.15
Pb 0.02 -1.34 -2.55
N -1.51 -2.41 -0.50
H 1.30 -2.61 -2.31
H -0.81 -2.75 0.16
H -1.85 -1.69 -2.40
H -0.51 -0.80 -4.98
H 0.61 0.43 -4.40
H -1.19 0.33 -3.57
H -2.13 -1.65 -0.04
H -2.11 -3.17 -0.85
C -0.96 2.65 0.27
N -0.20 1.71 1.08
C 0.31 2.22 2.33
C 0.37 0.62 0.48
N 0.34 0.52 -0.82
N 0.97 -0.31 1.28
C 0.45 -0.68 2.58
C 1.93 -1.24 0.73
H -1.31 3.46 0.92
H -1.82 2.13 -0.17
H -0.34 3.08 -0.54
H -0.25 1.82 3.19
H 1.38 1.98 2.47
H 0.20 3.32 2.33
H -0.16 1.35 -1.16
H 0.37 -1.78 2.66
H 1.12 -0.34 3.40
H -0.56 -0.26 2.75
H 1.51 -2.27 0.64
H 2.25 -0.87 -0.25
H 2.81 -1.29 1.40
*
```

Values from the calculation:
LUMO (spin up / spin down) ... 0.124 / 0.114 Ha
Energy relative to the best compared isomer or geometry (same formula, charge and spin) ... 13.77 kcal per mole
Total energy ... -17763.1403 eV
Orbital gap (spin up / spin down) ... 2.7 / 4.7 eV

Results of the Mulliken charge analysis, in e, for atoms 1 through 4: C -1.22; Pb 0.42; N -0.66; H -0.13

DFT (wB97M-V/def2-TZVPD) results for 2 unconnected molecules or ions with the total composition C2H9N2O.

Structure (ORCA input):
```
! RIJCOSX wB97M-V def2-TZVPD def2/J DEFGRID3
* xyz -1 1
C -1.51 1.30 1.42
O -0.40 0.75 0.83
H -2.47 1.05 0.93
H -1.70 0.93 2.43
H -1.48 2.46 1.53
N 0.30 -1.64 -0.04
C 1.25 -0.84 -0.74
N 0.57 0.21 -1.52
H -0.22 -0.92 0.55
H -0.36 -2.02 -0.70
H 1.92 -0.35 -0.05
H 1.75 -1.47 -1.52
H 1.26 0.75 -2.03
H 0.01 0.78 -0.86
*
```

Values from the calculation:
LUMO ... 0.172 Ha
Energy relative to the best compared isomer or geometry (same formula, charge and spin) ... 11.87 kcal per mole
Total energy ... -7247.0901 eV
Orbital gap ... 7.7 eV

Results of the Mulliken charge analysis, in e, for atoms 1 through 4: C -0.76; O -0.83; H 0.24; H 0.21

DFT (wB97M-V/def2-TZVPD) results for a gas-phase ion, C3H2ClNO5S (charge -2).

Structure (ORCA input):
```
! RIJCOSX wB97M-V def2-TZVPD def2/J DEFGRID3
* xyz -2 1
C 1.40 -0.42 0.91
C 0.78 1.52 -0.22
C 0.25 -1.32 0.31
N 1.64 0.71 0.29
O -1.62 -0.31 -1.46
O 1.93 -0.83 1.94
O 0.95 2.51 -0.89
O -3.17 1.30 -0.48
O -0.73 1.25 0.27
S -1.81 1.10 -1.10
Cl 1.05 -2.87 -0.19
H -0.39 -1.83 1.06
H -0.29 -0.82 -0.44
*
```

Values from the calculation:
LUMO ... 0.208 Ha
Total energy ... -38228.7913 eV
Orbital gap ... 6.5 eV

Results of the Mulliken charge analysis, in e, for atoms 1 through 4: C 0.54; C 0.61; C 0.20; N -0.61

DFT (wB97M-V/def2-TZVPD) results for CH4N2S in the gas phase.

Structure (ORCA input):
```
! RIJCOSX wB97M-V def2-TZVPD def2/J DEFGRID3
* xyz 0 1
C 0.52 0.17 -0.85
N 0.26 0.96 0.28
N -0.05 -0.39 0.31
S -1.77 -0.64 0.44
H 0.02 0.15 -1.87
H 1.57 -0.19 -1.04
H 1.28 0.97 1.04
H -1.82 -1.02 1.68
*
```

Values from the calculation:
LUMO ... 0.030 Ha
Energy relative to the best compared isomer or geometry (same formula, charge and spin) ... 99.44 kcal per mole
Total energy ... -14913.2921 eV
Structure (SMILES) ... SN1CN1
Orbital gap ... 9.9 eV

Results of the Mulliken charge analysis, in e, for atoms 1 through 4: C -0.02; N -0.44; N -0.22; S -0.15

DFT (wB97M-V/def2-TZVPD) results for 12 unconnected molecules or ions with the total composition C4H31N2O13.

Structure (ORCA input):
```
! RIJCOSX wB97M-V def2-TZVPD def2/J DEFGRID3
* xyz -1 1
C -1.42 1.38 -1.61
N -0.78 0.94 -0.36
C 0.46 1.55 -0.02
O 0.87 2.54 -0.63
O 1.03 1.00 0.99
C -1.28 0.37 -2.76
C -1.57 1.07 -4.10
N -2.19 -0.79 -2.53
H -2.45 1.63 -1.37
H -0.99 2.37 -1.94
H -0.90 -0.07 -0.17
H -0.26 -0.04 -2.79
H -2.60 1.46 -4.15
H -0.87 1.89 -4.30
H -1.44 0.41 -4.97
H -2.24 -1.39 -3.30
H -3.14 -0.54 -2.35
H -2.36 0.93 1.16
H -2.04 0.92 2.58
O -2.74 0.69 2.00
H 1.77 -2.83 0.61
H 0.56 -3.23 -0.20
O 1.54 -3.44 -0.12
H 2.59 -0.11 -1.66
H 2.67 1.35 -1.33
O 3.26 0.63 -1.48
H -2.47 -1.05 1.95
H -1.36 -1.90 2.65
O -2.09 -1.92 1.92
H -1.26 -2.09 0.54
H -1.43 -1.90 -1.07
O -0.73 -2.02 -0.34
H 0.09 1.82 3.59
H 0.05 0.86 2.40
O -0.39 1.02 3.24
H 0.99 3.73 2.12
H 1.46 2.28 2.08
O 1.26 3.05 2.68
H 3.78 0.38 0.17
H 2.80 0.82 1.28
O 3.64 0.39 1.17
H 2.68 -1.13 1.68
H 1.34 -0.77 1.24
O 1.80 -1.47 1.70
H 0.64 -1.26 -1.40
H 1.79 -2.22 -1.40
O 1.47 -1.35 -1.79
H 0.66 -1.71 3.02
H -0.14 -0.64 3.74
O -0.04 -1.63 3.63
*
```

Values from the calculation:
LUMO ... 0.100 Ha
Energy relative to the best compared isomer or geometry (same formula, charge and spin) ... 2.20 kcal per mole
Total energy ... -34254.9369 eV
Orbital gap ... 9.6 eV

Results of the Mulliken charge analysis, in e, for atoms 1 through 4: C -1.15; N 0.19; C 0.23; O -0.75

DFT (wB97M-V/def2-TZVPD) results for C13H18ClNO3 in the gas phase.

Structure (ORCA input):
```
! RIJCOSX wB97M-V def2-TZVPD def2/J DEFGRID3
* xyz 0 1
C -3.29 -2.19 1.67
C -3.56 -1.22 0.53
H -3.49 -0.19 0.89
H -4.56 -1.38 0.12
O -2.68 -1.43 -0.57
C -1.37 -1.08 -0.36
C -0.40 -2.06 -0.51
C 0.93 -1.78 -0.32
C 1.35 -0.49 0.04
C 0.38 0.50 0.16
C -0.96 0.23 -0.05
O -1.84 1.27 0.10
C -2.57 1.62 -1.08
C -3.57 2.70 -0.70
H -3.05 3.55 -0.27
H -4.28 2.32 0.03
H -4.11 3.03 -1.59
H -1.87 2.00 -1.83
H -3.09 0.75 -1.50
H 0.68 1.50 0.42
N 2.71 -0.26 0.24
C 3.35 0.91 0.52
O 2.81 1.97 0.68
C 4.86 0.72 0.60
C 5.45 0.53 -0.79
H 5.06 -0.37 -1.27
H 6.54 0.44 -0.73
H 5.22 1.38 -1.42
H 5.28 1.62 1.06
H 5.10 -0.14 1.24
H 3.28 -1.09 0.12
Cl 2.10 -3.05 -0.52
H -0.72 -3.06 -0.77
H -4.02 -2.04 2.46
H -2.29 -2.02 2.08
H -3.35 -3.21 1.32
*
```

Values from the calculation:
LUMO ... 0.025 Ha
Energy relative to the best compared isomer or geometry (same formula, charge and spin) ... 0.00 kcal per mole
Total energy ... -33928.3006 eV
Structure (SMILES) ... CCOc1cc(Cl)c(NC(=O)CC)cc1OCC
Orbital gap ... 8.9 eV

Results of the Mulliken charge analysis, in e, for atoms 1 through 4: C -1.28; C -0.05; H 0.16; H 0.37

DFT (wB97M-V/def2-TZVPD) results for a molecular structure, C6H8INO2S.

Structure (ORCA input):
```
! RIJCOSX wB97M-V def2-TZVPD def2/J DEFGRID3
* xyz 0 1
C 1.77 -2.56 0.80
C -0.26 0.71 1.00
C 1.49 -1.05 0.85
C 2.41 -0.70 -0.40
C -1.60 0.98 1.56
C 1.73 -0.26 -1.64
N 0.11 -0.68 0.94
O 1.26 -3.44 1.41
O 0.58 1.47 0.64
S 3.02 -2.40 -0.40
I 3.84 0.83 0.15
H 2.00 -0.70 1.81
H -1.63 1.77 2.39
H -2.13 1.18 0.59
H -2.04 -0.02 1.95
H 2.42 -0.18 -2.49
H 1.42 0.75 -1.46
H 0.89 -0.80 -1.89
H -0.45 -1.32 1.45
*
```

Values from the calculation:
LUMO ... 0.011 Ha
Energy relative to the best compared isomer or geometry (same formula, charge and spin) ... 0.00 kcal per mole
Total energy ... -30872.1282 eV
Orbital gap ... 9.6 eV

Results of the Mulliken charge analysis, in e, for atoms 1 through 4: C 0.25; C 0.55; C -0.14; C 0.33

Largest force on an atom values, unit eV/Å, following the record order: 3.21; 4.88; 1.95; 3.18; 6.34; 3.05; 0.58; 4.20.